The following is a DFT calculation (the ωB97M-V functional and the def2-TZVPD basis) of an isolated molecule of C5H5N in a non-equilibrium geometry.

Element x y z (Å)
C: 0.82 0.87 0.60
C: 1.05 1.06 -0.82
C: 0.00 -0.09 0.94
C: -0.93 -0.99 1.14
C: -0.35 -0.71 -1.33
N: 0.32 0.29 -1.55
H: 1.37 1.46 1.32
H: 1.76 1.74 -1.24
H: -1.96 -0.70 1.31
H: -0.72 -2.04 1.26
H: -1.36 -0.88 -1.61

As for the spin multiplicity: 3. The value obtained for the LUMO energy (alpha / beta) is 1.1 / -0.9 eV. The calculation puts the HOMO energy (alpha / beta) at -5.54 / -9.84 eV. As for the expectation value of S²: 2.0337. Its energy above the lowest of the compared OMol25 structures with the same formula, charge and spin is 1.261 eV.


The following is a DFT calculation (the ωB97M-V functional and the def2-TZVPD basis) of the ion C11H12N with charge +1 in a non-equilibrium geometry.

Element x y z (Å)
C: 2.55 0.42 -0.80
C: 2.07 1.52 -0.17
C: 1.99 -0.80 -0.64
C: 1.00 1.49 0.65
C: 0.75 -0.83 0.15
C: 0.25 0.31 0.81
C: 0.48 -2.11 0.40
C: 0.27 -3.35 0.38
C: -1.10 0.36 1.30
C: -2.07 1.67 -0.82
C: -2.04 0.47 0.12
N: -1.39 0.44 -1.22
H: 3.36 0.26 -1.54
H: 2.46 2.46 -0.31
H: 2.57 -1.71 -0.88
H: 0.73 2.46 1.10
H: -0.69 -3.71 0.10
H: 0.97 -4.09 0.95
H: -1.51 -0.62 1.79
H: -1.19 1.20 1.94
H: -3.08 1.90 -1.10
H: -1.48 2.51 -0.46
H: -2.88 -0.21 0.24
H: -2.01 -0.03 -1.97

The value obtained for the LUMO energy is -5.7 eV. The calculation puts the HOMO energy at -13.16 eV. The net charge is +1. Its energy above the lowest of the compared OMol25 structures with the same formula, charge and spin is 4.283 eV.


The following is a DFT calculation (the ωB97M-V functional and the def2-TZVPD basis) of an isolated molecule of CBrN3O2 in a non-equilibrium geometry.

Element x y z (Å)
C: 0.01 1.32 0.00
N: -0.89 2.05 0.04
N: 0.69 0.25 -0.03
N: 0.00 -1.02 0.08
O: -1.19 -0.90 -0.15
O: 0.69 -1.95 0.18
Br: 2.64 -0.05 0.02

The value obtained for the LUMO energy is -2.0 eV. The calculation puts the HOMO energy at -10.83 eV. As for the SMILES: N#CN(Br)[N+](=O)[O-]. Its energy above the lowest of the compared OMol25 structures with the same formula, charge and spin is 0.339 eV.


The following is a DFT calculation (the ωB97M-V functional and the def2-TZVPD basis) of a structure of composition C37H58FN4O6PtSSi in a non-equilibrium geometry.

Element x y z (Å)
Pt: 0.19 1.81 0.00
C: 0.88 0.82 7.59
C: 2.17 0.83 6.77
N: 1.92 0.65 5.36
C: 1.82 1.77 4.58
C: 1.59 1.77 3.24
C: 1.53 3.18 2.60
O: 2.04 4.08 3.26
O: 0.95 3.31 1.50
C: 1.45 0.52 2.55
O: 1.26 0.37 1.31
C: 1.59 -0.66 3.38
C: 1.52 -1.93 2.79
C: 1.69 -3.07 3.54
F: 1.66 -4.26 2.88
C: 1.87 -3.03 4.91
C: 1.87 -1.76 5.52
C: 1.79 -0.58 4.78
N: 2.00 -4.16 5.76
C: 3.14 -4.21 6.66
C: 2.65 -4.88 7.96
N: 1.43 -5.66 7.61
C: 1.68 -6.47 6.40
C: 1.74 -5.49 5.21
H: 1.12 0.95 8.64
H: 0.34 -0.11 7.45
H: 0.24 1.64 7.28
H: 2.86 0.05 7.11
H: 2.67 1.79 6.90
H: 1.95 2.72 5.07
H: 1.37 -1.99 1.72
H: 1.94 -1.72 6.60
H: 3.50 -3.20 6.86
H: 3.98 -4.77 6.23
H: 2.38 -4.13 8.71
H: 3.40 -5.54 8.38
H: 0.72 -4.96 7.33
H: 1.10 -6.22 8.40
H: 0.88 -7.20 6.26
H: 2.62 -7.01 6.53
H: 0.78 -5.45 4.70
H: 2.50 -5.82 4.49
C: -3.13 -1.65 -2.07
N: -2.04 -0.68 -1.90
C: -1.04 -1.19 -0.95
C: -2.59 0.66 -1.50
C: -2.78 0.88 -0.03
C: -4.03 0.70 0.55
C: -4.25 1.02 1.88
C: -3.20 1.50 2.64
C: -1.95 1.67 2.07
C: -1.71 1.39 0.73
H: -2.74 -2.65 -2.24
H: -3.76 -1.37 -2.91
H: -3.74 -1.67 -1.16
H: -1.53 -0.51 -2.80
H: -1.52 -1.44 0.00
H: -0.29 -0.41 -0.76
H: -0.56 -2.08 -1.36
H: -3.52 0.80 -2.04
H: -1.87 1.40 -1.84
H: -4.86 0.34 -0.04
H: -5.24 0.93 2.31
H: -3.36 1.77 3.67
H: -1.14 2.04 2.70
C: 2.82 2.46 -4.83
C: 1.62 3.01 -5.59
C: 1.90 2.99 -7.10
C: 1.32 4.44 -5.14
O: 0.47 2.19 -5.37
Si: -0.35 1.61 -4.11
S: 0.52 2.28 -2.30
O: -0.43 -0.04 -4.02
C: -0.03 -1.09 -4.90
C: -1.17 -2.12 -4.91
C: 0.20 -0.59 -6.32
C: 1.24 -1.73 -4.34
O: -1.95 1.89 -4.23
C: -2.76 3.05 -4.38
C: -2.55 4.02 -3.22
C: -4.21 2.56 -4.41
C: -2.43 3.72 -5.71
H: 3.69 3.07 -5.02
H: 3.03 1.44 -5.14
H: 2.62 2.46 -3.76
H: 2.68 3.72 -7.32
H: 1.01 3.24 -7.66
H: 2.24 2.01 -7.41
H: 2.19 5.07 -5.28
H: 1.04 4.44 -4.09
H: 0.50 4.86 -5.73
H: -2.12 -1.62 -5.11
H: -1.24 -2.65 -3.96
H: -1.00 -2.85 -5.70
H: -0.66 -0.03 -6.65
H: 0.38 -1.44 -6.98
H: 1.07 0.06 -6.35
H: 1.07 -2.12 -3.34
H: 2.03 -0.97 -4.27
H: 1.57 -2.53 -4.99
H: -2.84 3.58 -2.27
H: -3.16 4.91 -3.39
H: -1.51 4.32 -3.16
H: -4.53 2.23 -3.42
H: -4.30 1.73 -5.11
H: -4.86 3.37 -4.73
H: -1.38 3.98 -5.73
H: -3.02 4.62 -5.83
H: -2.63 3.04 -6.53

The value obtained for the LUMO energy (alpha / beta) is -3.3 / -3.3 eV. The calculation puts the HOMO energy (alpha / beta) at -8.25 / -8.25 eV. The net charge is +1.


Number 4 is which compound?
C37H58FN4O6PtSSi